1.
{"formula": "C3H2NOS2", "method": "ωB97M-V/def2-TZVPD", "s2": 2.012, "multiplicity": 3, "total_charge": -1, "relative_energy_kcal_mol": 0.0, "e_lumo_ev": [3.316, 1.682], "e_homo_ha": [-0.0477, -0.1317], "elements": ["S", "S", "O", "N", "C", "C", "C", "H", "H"], "coordinates": [[-0.4982, 2.3931, -0.0080], [-3.1238, -0.7766, -0.0171], [2.0272, -0.5783, 0.0638], [0.7612, 1.2484, -0.0177], [-1.5564, -0.8481, -0.0043], [0.8894, -0.0861, 0.0274], [-0.2653, -1.0122, 0.0124], [0.0940, -2.0368, -0.0107], [1.6719, 1.6968, -0.0458]]}


2.
{"formula": "C4H7NS", "method": "ωB97M-V/def2-TZVPD", "total_charge": 0, "relative_energy_kcal_mol": 65.9, "e_lumo_ev": 0.812, "e_homo_ha": -0.3333, "elements": ["S", "N", "C", "C", "C", "C", "H", "H", "H", "H", "H", "H", "H"], "coordinates": [[-0.7396, -2.4054, 0.4012], [-0.3364, 1.6589, -0.6472], [1.2750, -0.5244, 0.4475], [2.4431, -0.1869, 0.5894], [-0.1719, -0.6215, 0.4766], [-0.8252, 0.3002, -0.5669], [-0.6413, -0.2339, 1.5286], [3.4474, -0.1123, 0.8851], [0.5555, 1.7777, -1.0838], [-0.4419, 2.4252, 0.0126], [-0.6959, -0.2493, -1.4879], [-1.8981, 0.3375, -0.4459], [-1.9708, -2.1660, -0.1094]]}


3.
{"formula": "C5H14", "method": "ωB97M-V/def2-TZVPD", "total_charge": 0, "relative_energy_kcal_mol": 44.4, "e_lumo_ev": 1.101, "e_homo_ha": -0.3970, "elements": ["C", "C", "C", "C", "C", "H", "H", "H", "H", "H", "H", "H", "H", "H", "H", "H", "H", "H", "H"], "coordinates": [[0.5528, 3.2408, -0.0505], [-0.5499, 2.4136, 0.5536], [-0.9342, -1.4715, 0.4066], [-0.2014, -2.0252, -0.7492], [1.1518, -2.5951, -0.4169], [0.3050, 4.2510, 0.3485], [-1.7572, -2.1390, 0.9376], [1.6607, -2.9810, -1.2538], [-1.0150, 2.9679, 1.3116], [-1.2759, 2.2060, -0.1957], [1.5944, 2.9635, 0.1047], [-0.3321, -1.3797, 1.2720], [-0.7049, -2.9004, -1.2035], [0.4657, 3.2394, -1.2223], [0.0003, -1.1669, -1.4165], [1.6188, -2.0883, 0.2708], [-1.5283, -0.4733, 0.2291], [1.0739, -3.6367, -0.0711], [-0.1244, 1.5749, 1.1449]]}


4.
{"formula": "C19H42F3N6O9STl", "method": "ωB97M-V/def2-TZVPD", "s2": 0.757, "multiplicity": 2, "total_charge": 1, "e_lumo_ev": [-2.247, -6.600], "e_homo_ha": [-0.3999, -0.3994], "elements": ["Tl", "S", "F", "F", "F", "O", "O", "O", "O", "O", "O", "O", "O", "O", "N", "N", "N", "N", "N", "N", "C", "C", "C", "C", "C", "C", "C", "C", "C", "C", "C", "C", "C", "C", "C", "C", "C", "C", "C", "H", "H", "H", "H", "H", "H", "H", "H", "H", "H", "H", "H", "H", "H", "H", "H", "H", "H", "H", "H", "H", "H", "H", "H", "H", "H", "H", "H", "H", "H", "H", "H", "H", "H", "H", "H", "H", "H", "H", "H", "H", "H"], "coordinates": [[-0.5411, 0.8932, -0.4594], [-1.5029, 1.6073, 3.5300], [-2.7327, 3.9866, 3.3639], [-4.0933, 2.5094, 4.0480], [-2.6029, 3.2104, 5.4679], [-0.2425, 2.1683, 3.9751], [0.5582, -0.7827, 1.6542], [-2.7252, 0.0338, -2.3239], [-2.3566, -1.1071, 0.7047], [-0.6021, -1.9014, -1.5200], [-1.7410, 0.3008, 4.1432], [1.6432, 2.4689, -1.7456], [1.5124, 2.3001, 1.1429], [-1.6052, 1.5003, 2.0914], [-2.3766, -1.1890, -4.0638], [1.5026, -0.7589, 3.5164], [-2.9518, -1.9129, 2.7033], [3.6203, 3.0173, 0.7954], [0.2849, -2.9918, -3.2971], [3.5336, 3.4735, -2.6587], [4.8068, 3.8053, 1.2028], [2.8397, 2.7956, 3.2038], [1.1110, -1.4551, 2.4775], [-2.8207, 2.9221, 4.1701], [-4.1653, -2.7014, 0.6299], [1.5088, -2.9126, 2.1666], [1.5231, 4.8416, -2.0375], [-3.8391, 0.8033, -4.3345], [-2.9826, -0.1553, -3.5246], [2.6076, 2.6648, 1.6473], [2.2484, 3.4917, -2.1529], [-2.4550, -1.6045, -5.4314], [-4.0182, -2.2564, 3.6436], [2.5462, -1.1016, 4.3915], [-0.6829, -4.2670, -1.3081], [-3.1139, -1.8739, 1.3727], [4.3199, 2.2223, -2.7658], [0.6315, -4.1032, -4.1264], [-0.2849, -2.9792, -2.0943], [-3.3466, -1.2248, -5.9304], [0.1217, -4.0365, -5.0875], [1.8743, 5.4113, -1.1772], [-1.4826, -1.4963, -5.9118], [-4.9838, -1.8545, 3.3367], [2.1577, -0.8966, 5.3891], [0.5260, -2.0576, -3.5959], [-4.8380, -2.1676, -0.0414], [0.7210, -3.3505, 1.5536], [0.3220, -5.0490, -3.6815], [5.0668, 4.4924, 0.3975], [5.6319, 3.0935, 1.2308], [-1.5627, -4.5835, -1.8683], [4.0378, 1.5392, -1.9647], [-3.2499, 1.3886, -5.0405], [4.1973, 1.8067, -3.7660], [-4.5439, 0.3771, -5.0485], [3.8532, 2.5952, 3.5514], [3.6040, 2.6995, -0.1632], [1.5408, -3.5486, 3.0513], [-1.9064, -1.7950, -3.4067], [-2.3012, -1.3128, 3.1898], [4.7405, 4.3164, 2.1632], [2.7801, -2.1643, 4.3267], [2.5747, 3.8297, 3.4242], [-4.7819, -3.2494, 1.3423], [1.6021, 5.5231, -2.8845], [-3.6010, -2.0575, 4.6308], [3.5410, -0.6784, 4.2527], [-0.9880, -3.9013, -0.3277], [0.4558, 4.6287, -1.9768], [3.9011, 4.2532, -3.1851], [5.3823, 2.4652, -2.7870], [1.7108, -4.1900, -4.2518], [-3.6327, -3.4018, -0.0133], [2.2750, 2.0883, 3.8112], [-4.1871, -3.3281, 3.5381], [-4.5184, 1.4522, -3.7817], [0.0300, -5.0904, -1.2634], [1.1676, 0.1883, 3.6193], [-2.7313, -2.6539, -5.5341], [2.4789, -3.0227, 1.6819]]}


5.
{"formula": "C3H4NO2", "method": "ωB97M-V/def2-TZVPD", "total_charge": 1, "relative_energy_kcal_mol": 85.4, "e_lumo_ev": [-5.996, -5.996], "e_homo_ha": [-0.5580, -0.5580], "elements": ["O", "O", "N", "C", "C", "C", "H", "H", "H", "H"], "coordinates": [[1.0237, 1.2287, -0.1614], [1.4069, -0.8555, 0.2918], [-0.9517, 0.3619, 0.8545], [-0.2805, 0.6035, -0.3351], [0.1148, -0.8791, -0.0216], [1.8758, 0.3474, 0.2247], [-0.8057, 1.1464, -1.2920], [-1.9242, 0.1107, 0.7269], [2.9744, 0.4052, 0.4956], [-0.5729, -1.6766, -0.1576]]}


6.
{"formula": "C9H23N4O3P", "method": "ωB97M-V/def2-TZVPD", "total_charge": 0, "e_lumo_ev": -1.240, "e_homo_ha": -0.3049, "elements": ["P", "O", "O", "O", "N", "N", "N", "N", "C", "C", "C", "C", "C", "C", "C", "C", "C", "H", "H", "H", "H", "H", "H", "H", "H", "H", "H", "H", "H", "H", "H", "H", "H", "H", "H", "H", "H", "H", "H", "H"], "coordinates": [[-0.5145, -1.4329, 0.7183], [0.0120, -0.9594, -0.6502], [2.1289, 3.9565, -6.4179], [3.0515, 2.4693, -4.9398], [-1.0892, -2.0847, 2.2821], [0.7341, -0.5755, 1.5658], [-1.9538, -0.5000, 0.6100], [1.5877, 4.4605, -4.2151], [-0.5885, -1.6961, 3.5955], [0.6638, 0.8716, 1.7254], [2.1407, 1.4535, -4.4183], [-2.9510, -1.0911, -0.2847], [1.8575, 1.5688, -3.0058], [-2.6481, 0.1857, 1.6839], [-1.1075, -3.5566, 2.2108], [2.0827, -0.9142, 1.0902], [2.2607, 3.6241, -5.2190], [1.6193, 1.2852, 2.0634], [-3.7005, -0.3556, -0.5900], [0.3865, 1.3797, 0.7950], [0.7607, 1.7031, -2.7164], [2.7089, 1.5831, -2.2560], [-3.4621, -1.9347, 0.1982], [-3.2144, -0.5011, 2.3253], [2.1926, 4.6645, -3.4082], [-1.9845, 0.7695, 2.3155], [-0.0418, 1.1504, 2.5062], [-1.6688, -3.9925, 3.0420], [-1.1585, -2.2076, 4.3789], [-1.6004, -3.8841, 1.2891], [2.3418, -0.3791, 0.1724], [-3.3595, 0.9095, 1.2726], [-0.0918, -3.9668, 2.2145], [0.4658, -1.9489, 3.7374], [-0.7324, -0.6328, 3.7862], [1.6723, 0.6532, -5.0825], [-2.4852, -1.4604, -1.2014], [2.8299, -0.6728, 1.8521], [2.1643, -1.9854, 0.8898], [0.6905, 4.0438, -3.9154]]}


| no. | E (a.u.) | strongest force on any atom (eV/Å) |
| --- | --- | --- |
| 1 | -1041.8493 | 4.34 |
| 2 | -609.4534 | 3.58 |
| 3 | -198.8184 | 5.70 |
| 4 | -2624.8883 | 4.29 |
| 5 | -321.5303 | 6.96 |
| 6 | -1142.5599 | 8.05 |